No. 1
{"formula": "C4H7N2O3S2", "method": "ωB97M-V/def2-TZVPD", "elements": ["C", "C", "C", "C", "N", "N", "O", "O", "O", "S", "S", "H", "H", "H", "H", "H", "H", "H"], "coordinates": [[-0.366930, -0.060829, -0.253406], [2.903352, 1.054804, 0.084024], [0.624169, -1.140056, 0.347554], [-2.557359, 0.367213, -1.117568], [3.245503, 1.867031, 0.866520], [-1.611929, -0.447117, -0.375348], [5.248147, 0.480247, -0.817480], [4.354533, -0.846185, 1.039602], [3.590484, -1.254671, -1.240598], [0.326798, 1.486716, -0.468864], [4.141891, -0.324428, -0.271731], [0.089489, -1.234881, 1.346788], [0.542761, -2.134657, -0.095752], [1.559131, -0.591628, 0.483399], [-2.330410, 1.430866, -0.919415], [-3.642626, 0.175169, -0.704626], [-2.580714, 0.005632, -2.170214], [3.884537, 2.085406, 1.500095]], "forces_ev_per_a": [[-1.257, -2.514, 0.289], [-0.281, 0.536, 0.547], [-2.669, 1.775, 1.529], [-1.489, -0.327, 1.515], [-4.174, -0.219, -2.790], [1.720, -0.058, -0.521], [-1.323, -0.299, 0.889], [-0.236, 0.064, 1.143], [-0.182, 0.728, 0.766], [1.473, 0.537, -0.387], [1.642, -1.228, -3.656], [1.094, -0.160, -0.681], [0.555, 0.478, -0.367], [-0.068, -1.293, -0.083], [-0.290, -0.136, -0.902], [1.934, 0.289, -0.675], [0.158, 0.793, 0.473], [3.394, 1.033, 2.912]], "total_energy_ev": -35052.6463, "gap_ev": [6.88, 6.89], "e_lumo_ev": [2.0, 2.0], "multiplicity": 1, "total_charge": -1}



No. 2
{"formula": "C44H51CoN6SSb", "method": "ωB97M-V/def2-TZVPD", "elements": ["Co", "C", "C", "C", "N", "C", "C", "C", "C", "C", "C", "C", "N", "C", "C", "C", "N", "C", "C", "C", "C", "C", "C", "C", "N", "C", "C", "H", "H", "H", "H", "H", "H", "H", "H", "H", "H", "H", "H", "H", "H", "H", "H", "H", "H", "H", "H", "H", "H", "H", "H", "H", "H", "N", "C", "N", "S", "H", "H", "H", "H", "C", "C", "C", "C", "C", "C", "C", "Sb", "C", "C", "C", "C", "C", "C", "C", "C", "C", "C", "C", "C", "C", "C", "H", "H", "H", "H", "H", "H", "H", "H", "H", "H", "H", "H", "H", "H", "H", "H", "H", "H", "H", "H", "H"], "coordinates": [[0.830112, -1.708180, 1.567036], [-2.936102, -1.382085, 1.181029], [-2.822980, -0.708063, 2.560205], [-1.593609, 0.212380, 2.635939], [-0.258846, -0.363706, 2.745896], [0.642377, 0.415026, 3.384192], [0.479036, 1.780245, 3.589019], [1.174855, 2.647384, 4.433347], [2.219339, 2.397921, 5.310951], [2.857187, 1.167848, 5.534327], [2.705921, -0.030967, 4.841111], [1.874879, -0.302347, 3.751927], [2.084360, -1.334679, 2.940336], [3.447618, -1.887876, 2.749279], [4.220836, -1.009328, 1.749742], [3.547970, -1.053824, 0.315416], [2.138680, -1.514756, 0.196035], [1.728119, -1.881355, -1.032335], [2.481779, -1.648585, -2.201184], [2.409376, -2.235674, -3.488733], [1.603800, -3.250472, -3.955422], [0.570003, -3.882889, -3.257059], [0.091524, -3.627756, -1.981835], [0.439233, -2.628472, -1.043102], [-0.317013, -2.383053, 0.039235], [-1.549242, -3.238678, 0.148788], [-2.477387, -2.834586, 1.284453], [-2.335362, -0.843915, 0.419869], [-3.998353, -1.367424, 0.824794], [-2.794449, -1.502673, 3.338155], [-3.705518, -0.099618, 2.778659], [-1.750514, 0.887705, 3.507116], [-1.594301, 0.902903, 1.755338], [-0.425284, 2.185695, 3.156964], [0.877451, 3.686336, 4.395867], [2.518473, 3.237132, 5.919399], [3.580109, 1.175159, 6.358121], [3.304658, -0.854533, 5.142638], [3.228083, -2.912167, 2.395753], [3.947131, -1.971410, 3.717963], [5.230840, -1.430904, 1.668702], [4.284096, 0.031708, 2.102123], [4.161669, -1.722567, -0.337555], [3.585142, -0.035538, -0.120033], [3.331026, -0.996390, -2.076679], [3.096521, -1.815812, -4.199965], [1.767174, -3.635227, -4.968341], [0.062137, -4.689333, -3.779339], [-0.639605, -4.308938, -1.603518], [-1.254612, -4.307292, 0.321573], [-2.064429, -3.157021, -0.825027], [-1.952112, -2.998354, 2.250987], [-3.381205, -3.494895, 1.318866], [-0.501537, -3.208747, 4.501106], [0.055938, -4.259341, 3.883182], [0.084454, -5.429343, 4.540119], [0.743357, -4.160394, 2.337836], [-0.916595, -3.337403, 5.412579], [-0.392733, -2.267906, 4.153739], [-0.512651, -5.593357, 5.339742], [0.462043, -6.214128, 4.017170], [-0.995146, 4.097408, 0.643494], [-2.281980, 3.544843, 0.097125], [-3.507245, 4.150250, 0.442660], [-4.702688, 3.634929, -0.014920], [-4.666269, 2.579920, -0.913796], [-3.454838, 2.047072, -1.332845], [-2.255014, 2.426829, -0.732751], [-0.477681, 1.128734, -1.101639], [-1.129511, 0.048441, -3.006387], [-2.199441, -0.818338, -2.818109], [-2.655231, -1.685156, -3.799620], [-1.999822, -1.756584, -5.002691], [-0.895656, -0.932728, -5.218733], [-0.418867, -0.070243, -4.219688], [0.855737, 0.679114, -4.510373], [0.721596, 2.798848, -1.978866], [2.049800, 2.821536, -1.546660], [2.960076, 3.687057, -2.133951], [2.528674, 4.671722, -3.013248], [1.188392, 4.733111, -3.338002], [0.261467, 3.774931, -2.889811], [-1.125353, 3.793115, -3.456843], [-0.284982, 4.370266, -0.147888], [-0.495904, 3.376202, 1.322954], [-1.233523, 5.041815, 1.201179], [-3.464161, 4.977583, 1.153177], [-5.636045, 4.066332, 0.313962], [-5.603268, 2.171484, -1.319651], [-3.448387, 1.309613, -2.111871], [-2.728862, -0.828119, -1.864110], [-3.465962, -2.360832, -3.551406], [-2.376962, -2.402286, -5.790849], [-0.360558, -0.969994, -6.178795], [1.324092, 0.177968, -5.366622], [1.566183, 0.698415, -3.674449], [0.674240, 1.741696, -4.830689], [2.418189, 2.134359, -0.811007], [4.001480, 3.650619, -1.813452], [3.254496, 5.375719, -3.422056], [0.820626, 5.482846, -4.015139], [-1.073369, 4.279164, -4.445020], [-1.832346, 4.381449, -2.850301], [-1.548830, 2.765363, -3.598808]], "forces_ev_per_a": [[-1.667, -0.150, 1.233], [-0.876, -0.019, -0.003], [0.527, -0.091, -0.310], [-0.272, 1.353, 0.149], [0.038, -0.231, 0.311], [-0.439, -0.670, 0.108], [-0.430, 0.310, 0.904], [0.568, -0.220, -0.206], [-0.187, -0.447, -0.103], [-0.174, -0.040, 0.057], [-0.188, 1.680, 0.445], [0.117, -0.615, -1.254], [1.418, 0.730, 0.811], [-1.293, -0.025, 0.614], [-1.039, -0.771, -0.525], [0.418, 0.292, -0.223], [1.096, -0.538, -1.629], [0.018, -0.404, 0.310], [0.135, -0.766, -0.887], [-0.178, 0.669, 1.049], [-0.350, -0.198, -0.336], [-0.325, -0.064, 0.878], [0.616, -0.131, -1.143], [-0.394, 1.257, 1.838], [-0.076, -1.580, -1.453], [0.179, -0.262, -0.115], [0.083, -0.355, 0.148], [-0.262, -0.136, 0.471], [0.851, 0.117, 0.212], [0.049, 0.574, -0.281], [0.189, 0.071, -0.083], [-0.012, -0.465, -0.337], [-0.347, -0.397, 0.372], [0.308, 0.267, -0.244], [-0.286, 0.049, -0.003], [0.202, 0.015, 0.077], [-0.187, -0.149, -0.354], [0.548, -0.413, 0.295], [0.745, 0.385, -0.091], [0.304, -0.081, -0.304], [-0.152, 0.320, -0.125], [-0.052, -0.436, 0.018], [-0.393, 0.520, 0.550], [0.195, -0.400, 0.116], [-0.057, 0.269, -0.089], [0.361, 0.010, -0.156], [0.075, 0.377, 0.347], [0.133, 0.018, 0.074], [-0.353, -0.255, -0.240], [-0.114, 0.815, -0.314], [-0.061, -0.120, 0.439], [-0.215, 0.074, -0.630], [0.873, 0.269, -0.190], [-0.053, -0.627, 0.288], [0.173, 0.662, 0.145], [-0.089, -0.190, -0.393], [0.093, -0.164, -0.109], [0.123, 0.162, -0.056], [0.002, 0.166, -0.394], [0.233, -0.082, -0.128], [-0.295, 0.180, 0.387], [-0.106, 0.905, 0.740], [0.282, -0.043, 0.381], [0.896, -0.254, 0.195], [0.141, -0.012, 0.018], [-0.647, -0.122, -0.594], [-0.142, -0.133, 0.594], [-0.137, -0.522, -0.804], [-0.249, 1.500, -1.477], [0.585, -0.014, 0.678], [-0.427, 0.149, 0.521], [-0.020, -0.383, 0.669], [0.132, 0.398, -0.733], [0.084, -0.090, 0.066], [-0.008, 0.287, 0.125], [-0.020, 0.716, -0.678], [-0.517, -0.530, 0.304], [-0.143, 0.248, -0.947], [0.369, 0.382, 0.593], [0.345, -0.092, 0.181], [-0.496, -0.528, -0.054], [0.767, -0.444, 0.423], [-0.514, -0.227, -0.541], [-0.187, -0.177, 0.156], [-0.161, 0.411, -0.304], [0.435, -0.875, -0.252], [-0.176, -0.091, -0.302], [-0.116, -0.031, -0.023], [0.475, 0.280, 0.116], [-0.124, -0.398, -0.126], [0.075, 0.054, -0.121], [-0.106, 0.102, -0.195], [0.191, 0.009, 0.084], [-0.249, -0.024, 0.475], [0.170, 0.208, 0.213], [-0.260, 0.006, -0.138], [0.096, -0.889, 0.432], [0.002, -0.424, 0.323], [-0.180, 0.019, -0.184], [-0.318, -0.125, 0.045], [0.020, 0.291, -0.221], [-0.194, -0.219, 0.284], [0.216, -0.291, -0.065], [0.364, 0.857, 0.202]], "total_energy_ev": -110388.4705, "gap_ev": [6.93, 4.95], "s_squared": 6.112, "e_lumo_ev": [-2.7, -4.7], "multiplicity": 5, "total_charge": 1}



No. 3
{"formula": "C7H15NOS2", "method": "ωB97M-V/def2-TZVPD", "elements": ["C", "C", "S", "C", "S", "C", "H", "H", "H", "H", "H", "H", "H", "H", "C", "N", "C", "C", "O", "H", "H", "H", "H", "H", "H", "H"], "coordinates": [[-0.322795, -2.336707, -1.644324], [-0.716605, -1.934877, -0.225949], [0.229176, -0.538018, 0.436536], [-0.214747, 0.675099, -0.823325], [0.304206, 0.260023, -2.500931], [-0.653878, -1.267732, -2.681636], [0.758695, -2.570257, -1.680142], [-0.875197, -3.258807, -1.908940], [-0.531849, -2.767095, 0.480266], [-1.794992, -1.688806, -0.181415], [-1.306749, 0.855476, -0.802216], [0.288300, 1.623388, -0.552854], [-1.732003, -1.019012, -2.646832], [-0.425012, -1.630865, -3.702025], [4.096851, -1.295665, -2.248319], [3.431135, -1.765138, -1.048897], [3.883228, -2.863331, -0.382138], [3.091243, -3.238028, 0.852637], [4.864055, -3.491430, -0.769639], [3.571981, -0.401420, -2.624386], [4.083633, -2.068338, -3.035342], [5.145401, -1.025685, -2.037926], [2.610154, -1.268463, -0.694171], [2.042467, -3.463835, 0.596322], [3.542664, -4.134764, 1.309467], [3.104250, -2.421200, 1.593740]], "forces_ev_per_a": [[0.200, -0.321, -0.086], [-0.220, -0.322, 0.281], [-0.056, -0.011, -0.120], [-0.163, 0.653, 0.128], [-0.061, -0.080, 0.120], [-0.186, -0.107, -0.421], [-0.463, 0.072, -0.013], [0.217, 0.329, 0.100], [-0.135, 0.397, -0.342], [0.431, -0.106, 0.031], [0.485, -0.105, 0.003], [-0.261, -0.504, -0.140], [0.424, -0.091, -0.049], [-0.145, 0.170, 0.508], [0.055, 0.262, -0.287], [-0.385, 0.071, 0.303], [0.404, 0.022, -0.419], [-0.019, -0.338, 0.444], [-0.569, 0.286, 0.280], [0.170, -0.417, 0.212], [0.076, 0.268, 0.309], [-0.372, -0.180, -0.100], [0.486, -0.274, -0.227], [0.349, 0.148, 0.076], [-0.195, 0.437, -0.268], [-0.065, -0.259, -0.324]], "total_energy_ev": -32711.1069, "gap_ev": 9.44, "e_lumo_ev": 0.5, "multiplicity": 1, "smiles": "C1CSCSC1.CNC(C)=O"}